No. 1
{"formula": "C22H48BFN6O12S", "method": "wB97M-V/def2-TZVPD", "elements": ["C", "C", "O", "O", "C", "O", "C", "B", "O", "S", "O", "O", "F", "H", "H", "H", "H", "H", "H", "C", "N", "C", "C", "O", "H", "H", "H", "H", "H", "H", "H", "C", "N", "C", "C", "O", "H", "H", "H", "H", "H", "H", "H", "C", "N", "C", "C", "O", "H", "H", "H", "H", "H", "H", "H", "C", "N", "C", "C", "O", "H", "H", "H", "H", "H", "H", "H", "C", "N", "C", "C", "O", "H", "H", "H", "H", "H", "H", "H", "C", "N", "C", "C", "O", "H", "H", "H", "H", "H", "H", "H"], "coordinates": [[2.237, 0.454, 1.282], [3.118, 0.756, 2.489], [2.684, 1.279, 3.434], [4.444, 0.307, 2.381], [5.395, 1.290, 2.532], [6.478, 0.950, 2.782], [5.134, 2.782, 2.335], [5.705, 3.316, 0.954], [6.824, 2.848, 0.365], [4.738, 4.746, 0.132], [3.369, 4.401, 0.268], [5.175, 5.009, -1.192], [4.997, 6.029, 1.065], [1.349, -0.101, 1.647], [1.966, 1.350, 0.716], [2.777, -0.243, 0.623], [5.742, 3.296, 3.101], [4.102, 3.112, 2.497], [6.604, 2.403, -0.472], [0.309, 3.593, -4.175], [0.730, 2.983, -2.928], [0.612, 3.481, -1.666], [-0.032, 4.834, -1.504], [1.020, 2.840, -0.712], [-0.410, 2.936, -4.667], [1.179, 3.712, -4.823], [-0.148, 4.563, -4.012], [1.170, 2.077, -2.963], [-0.053, 5.091, -0.448], [0.543, 5.593, -2.035], [-1.058, 4.812, -1.877], [-2.171, -2.582, 4.069], [-1.253, -2.156, 3.031], [-1.537, -1.471, 1.889], [-2.968, -1.088, 1.631], [-0.633, -1.188, 1.109], [-1.868, -2.133, 5.017], [-2.124, -3.668, 4.161], [-3.191, -2.287, 3.845], [-0.275, -2.378, 3.138], [-3.024, -0.549, 0.677], [-3.592, -1.980, 1.561], [-3.333, -0.436, 2.429], [-4.255, 0.319, -4.416], [-4.438, 0.025, -3.007], [-3.519, -0.407, -2.111], [-2.108, -0.624, -2.594], [-3.840, -0.609, -0.944], [-4.524, 1.360, -4.590], [-4.922, -0.323, -4.995], [-3.231, 0.152, -4.736], [-5.357, 0.147, -2.613], [-1.497, -0.966, -1.761], [-2.089, -1.385, -3.375], [-1.690, 0.311, -2.971], [6.175, -4.195, 5.079], [5.617, -4.407, 3.756], [5.470, -3.500, 2.751], [5.933, -2.088, 3.008], [4.976, -3.842, 1.686], [7.031, -4.858, 5.213], [5.418, -4.440, 5.827], [6.494, -3.168, 5.218], [5.287, -5.330, 3.518], [5.755, -1.491, 2.128], [5.378, -1.656, 3.840], [7.003, -2.074, 3.224], [-9.394, 3.880, -2.479], [-8.360, 3.537, -3.437], [-7.166, 2.933, -3.203], [-6.839, 2.558, -1.778], [-6.398, 2.712, -4.130], [-10.318, 3.369, -2.756], [-9.563, 4.957, -2.510], [-9.118, 3.592, -1.470], [-8.514, 3.760, -4.408], [-5.859, 2.090, -1.747], [-6.816, 3.448, -1.148], [-7.574, 1.849, -1.394], [1.527, -4.519, 0.451], [0.123, -4.521, 0.076], [-0.535, -5.414, -0.706], [0.260, -6.565, -1.273], [-1.729, -5.277, -0.932], [1.603, -4.563, 1.539], [1.985, -3.592, 0.106], [2.060, -5.361, 0.023], [-0.464, -3.775, 0.423], [-0.398, -7.189, -1.872], [1.062, -6.193, -1.912], [0.677, -7.172, -0.468]], "atomic_forces_ev_per_a": [[0.857, -1.423, 0.211], [-1.308, -1.217, -3.161], [0.054, 1.226, 2.624], [-0.695, 1.720, -0.137], [-1.530, 0.852, -0.031], [3.209, -1.109, 0.629], [-0.750, 0.353, -0.298], [0.519, -0.256, 1.287], [-1.030, -0.471, -0.349], [-0.645, -0.261, -0.432], [-0.744, 0.073, 0.759], [0.989, 0.657, -0.252], [0.123, -0.579, -0.486], [0.268, 0.657, -0.313], [-0.076, 0.003, 0.294], [-0.194, 0.296, 0.005], [-0.097, -0.250, -0.157], [0.192, -0.161, -0.111], [0.645, 0.420, -0.156], [0.246, -0.474, 0.067], [-0.127, 0.260, 0.108], [0.133, -0.203, 0.144], [-0.032, 0.043, 0.058], [-0.067, -0.040, 0.002], [-0.057, 0.168, -0.136], [-0.119, 0.134, -0.127], [0.019, -0.031, 0.064], [-0.016, 0.022, -0.010], [0.074, -0.119, -0.010], [-0.116, 0.027, -0.062], [0.044, 0.109, -0.090], [0.501, -0.091, 0.016], [-0.122, 0.085, -0.210], [0.010, 0.054, 0.005], [0.284, 0.413, -0.004], [0.026, -0.190, 0.012], [-0.185, -0.053, 0.080], [-0.181, 0.007, 0.112], [0.052, 0.027, -0.077], [-0.035, 0.001, 0.048], [0.142, -0.408, 0.699], [-0.083, 0.070, 0.030], [-0.063, -0.162, 0.089], [-0.335, 0.124, 0.127], [0.362, -0.104, 0.075], [-0.160, -0.032, 0.133], [0.107, -0.059, 0.113], [-0.312, 0.148, -0.821], [0.006, -0.048, -0.186], [0.108, 0.065, -0.185], [0.004, -0.095, 0.131], [-0.011, -0.014, -0.094], [-0.113, 0.036, 0.053], [0.048, 0.098, -0.081], [0.014, -0.059, -0.118], [-0.187, -0.445, -0.198], [0.028, 0.272, -0.054], [-0.061, -0.106, -0.160], [0.126, -0.411, -0.021], [-0.030, 0.042, 0.031], [0.056, 0.115, 0.178], [0.125, 0.097, 0.153], [-0.030, -0.008, -0.075], [0.021, 0.017, 0.024], [-0.001, -0.162, -0.058], [0.154, 0.071, 0.045], [-0.044, 0.077, 0.152], [-0.018, 0.087, -0.507], [0.165, -0.119, 0.248], [0.052, 0.048, -0.272], [0.054, -0.041, -0.051], [-0.018, -0.041, 0.166], [-0.076, 0.048, 0.191], [-0.107, -0.018, 0.181], [0.052, -0.018, -0.048], [-0.013, 0.001, 0.030], [0.002, 0.078, -0.065], [-0.094, -0.078, 0.091], [-0.019, 0.104, 0.119], [-0.387, 0.396, 0.098], [0.001, -0.319, -0.114], [-0.243, 0.238, 0.096], [-0.042, -0.064, -0.065], [0.039, -0.121, -0.061], [0.235, -0.041, -0.025], [0.199, -0.087, 0.074], [-0.049, 0.007, 0.001], [0.113, 0.095, -0.060], [-0.073, 0.097, 0.047], [0.099, -0.083, 0.098], [0.142, 0.030, -0.070]], "smiles": "CC(=O)OC(=O)CB(O)S(=O)(=O)F.CNC(C)=O.CNC(C)=O.CNC(C)=O.CNC(C)=O.CNC(C)=O.CNC(C)=O", "total_charge": 0, "de_lowest_kcal_mol": 11.9, "e_homo_ev": -8.866}



No. 2
{"formula": "C22H48CdFN6O10", "method": "wB97M-V/def2-TZVPD", "elements": ["Cd", "C", "O", "H", "H", "H", "C", "C", "O", "N", "C", "H", "H", "H", "H", "H", "H", "H", "C", "C", "O", "N", "C", "H", "H", "H", "H", "H", "H", "H", "C", "C", "O", "N", "C", "H", "H", "H", "H", "H", "H", "H", "C", "C", "O", "N", "C", "H", "H", "H", "H", "H", "H", "H", "C", "C", "O", "N", "C", "H", "H", "H", "H", "H", "H", "H", "C", "C", "O", "N", "C", "H", "H", "H", "H", "H", "H", "H", "C", "C", "O", "C", "O", "O", "F", "H", "H", "H"], "coordinates": [[-28.565, -11.493, -4.963], [-31.582, -7.060, -6.619], [-30.906, -8.123, -6.091], [-32.632, -7.247, -6.842], [-31.747, -6.266, -5.891], [-31.106, -6.481, -7.412], [-27.259, -11.323, -10.841], [-26.042, -11.732, -9.989], [-26.160, -12.017, -8.817], [-24.835, -11.705, -10.591], [-23.496, -12.006, -10.093], [-28.110, -11.911, -10.499], [-27.081, -11.285, -11.915], [-27.544, -10.299, -10.601], [-24.770, -11.221, -11.476], [-22.827, -11.459, -10.756], [-23.231, -13.033, -10.345], [-23.375, -11.874, -9.018], [-26.813, -0.216, -8.510], [-27.551, -0.043, -7.243], [-27.315, 0.996, -6.559], [-28.362, -1.118, -6.884], [-29.038, -1.206, -5.588], [-26.501, 0.812, -8.690], [-27.536, -0.415, -9.302], [-26.018, -0.962, -8.489], [-28.620, -1.876, -7.501], [-28.712, -2.099, -5.055], [-30.118, -1.086, -5.504], [-28.727, -0.438, -4.880], [-34.189, -13.882, -6.934], [-32.882, -14.343, -7.470], [-31.876, -14.008, -6.826], [-32.897, -15.212, -8.523], [-31.724, -15.829, -9.123], [-34.903, -14.457, -7.524], [-34.362, -12.815, -7.071], [-34.344, -14.047, -5.868], [-33.717, -15.260, -9.111], [-30.987, -16.245, -8.437], [-31.282, -15.279, -9.954], [-32.199, -16.721, -9.532], [-40.153, -13.171, -10.255], [-38.713, -12.673, -10.766], [-37.863, -13.340, -11.167], [-38.529, -11.314, -10.784], [-37.324, -10.578, -11.300], [-40.666, -13.449, -11.176], [-40.744, -12.477, -9.657], [-40.016, -14.064, -9.645], [-39.247, -10.738, -10.368], [-37.345, -10.288, -12.351], [-36.398, -11.135, -11.157], [-37.215, -9.647, -10.744], [-38.037, -4.841, -3.369], [-38.482, -5.116, -1.922], [-38.550, -6.238, -1.539], [-38.714, -4.080, -1.057], [-37.610, -3.169, -0.939], [-36.971, -4.958, -3.565], [-38.152, -3.768, -3.527], [-38.692, -5.484, -3.957], [-38.988, -4.518, -0.189], [-37.575, -3.062, 0.145], [-37.860, -2.164, -1.280], [-36.667, -3.500, -1.373], [-23.336, -6.936, -4.159], [-24.836, -6.996, -3.665], [-25.373, -8.113, -3.742], [-25.346, -5.969, -3.015], [-24.840, -4.691, -2.774], [-22.784, -7.871, -4.073], [-22.682, -6.290, -3.573], [-23.231, -6.614, -5.195], [-26.308, -6.128, -2.748], [-25.630, -4.223, -2.187], [-24.715, -4.191, -3.735], [-23.819, -4.740, -2.396], [-32.470, -0.445, -12.252], [-32.949, -1.893, -12.016], [-34.146, -1.999, -12.754], [-34.605, -0.759, -13.150], [-35.742, -0.482, -13.500], [-33.489, 0.102, -13.171], [-33.170, -1.993, -10.724], [-31.458, -0.312, -12.634], [-32.507, 0.129, -11.326], [-32.178, -2.585, -12.354]], "atomic_forces_ev_per_a": [[-0.158, 0.223, -0.315], [0.755, -1.631, -0.486], [-0.782, 1.776, -0.397], [-0.445, -0.501, -0.028], [0.122, 0.374, 1.340], [0.563, -0.303, -0.268], [0.454, 0.466, 0.494], [0.026, 0.516, -0.228], [-0.371, -0.416, 0.809], [0.373, 0.650, -1.196], [-0.323, -0.744, -0.452], [0.151, -0.277, -0.495], [-0.127, -0.615, 0.042], [0.231, 0.170, 0.326], [-0.505, -0.292, 0.013], [0.220, 0.493, 0.724], [-0.231, -0.321, 0.332], [0.023, 0.390, -0.249], [-0.622, 0.924, -0.977], [0.544, 1.232, 2.314], [-1.489, -3.333, -1.225], [-0.634, 1.203, 1.322], [0.685, 0.426, 1.195], [0.775, -0.358, -0.314], [0.112, -0.468, -0.213], [-0.064, 0.207, 0.052], [0.593, 0.518, -0.371], [-0.288, -0.411, -0.269], [-0.179, -0.373, -0.938], [0.574, 0.432, -0.580], [-1.320, -0.234, -1.013], [1.495, 0.363, 1.805], [-0.010, -0.620, -1.283], [0.565, 1.020, 0.462], [-0.903, -1.184, -0.339], [-0.816, 0.367, 0.418], [0.182, -0.022, -0.326], [0.419, -0.407, -0.151], [-0.059, 0.064, 0.424], [-0.098, 0.738, 0.282], [0.131, 0.241, 0.295], [0.495, -0.225, -0.526], [1.681, 0.079, -0.483], [-4.186, 3.839, 1.993], [3.713, -4.488, -1.795], [0.005, 1.642, 0.032], [-0.494, -0.524, 0.623], [-0.231, 0.010, 0.164], [0.209, 0.290, -0.313], [0.141, -0.044, -0.197], [0.142, -0.086, -0.185], [-0.491, -0.336, -0.120], [-0.278, -0.303, 0.139], [-0.191, -0.081, 0.162], [-0.432, 1.265, 1.099], [1.365, 0.532, -1.211], [-0.734, -2.534, 0.505], [-0.543, -0.455, -0.901], [-0.444, 1.406, 1.267], [-0.080, -0.817, 0.276], [-0.614, -0.028, -0.593], [0.368, 0.311, -0.381], [0.059, 0.194, 0.176], [1.028, 0.272, -0.003], [0.086, -0.019, -0.426], [-0.059, -0.121, 0.189], [-0.133, 0.666, 0.361], [2.975, -3.307, -0.467], [-0.481, 1.407, -0.191], [-2.024, -1.504, 0.043], [0.754, 1.119, -1.008], [-0.900, -0.440, -0.046], [-0.377, 0.559, 0.111], [-0.310, 0.079, -0.032], [0.096, -0.154, 0.085], [0.874, 0.611, 0.268], [-0.244, 0.625, 0.018], [-0.322, 0.273, 0.838], [-1.167, 0.708, -0.868], [0.923, 1.985, -2.320], [-0.244, 0.012, 0.469], [-0.744, 1.358, -1.030], [3.696, -0.987, 1.084], [-0.746, -1.079, 0.929], [-0.610, -1.020, 2.116], [-0.296, -0.248, -0.546], [-0.249, -0.136, 0.080], [-0.555, -0.587, 0.082]], "total_charge": 1, "de_lowest_kcal_mol": 171.5, "e_homo_ev": -10.823}



Per-record DFT total energy, eV: -71335.0225 -60275.4619
Per-record max |F|, Eh/bohr: 0.071 0.119
Per-record gap between HOMO and LUMO, eV: 8.29 2.11